138
Properties=species:S:1:pos:R:3:forces:R:3 method="wB97M-V/def2-TZVPD" lumo_energy_ev=0.6 e_homo_ev=-7.88 gap_ev=8.5
N 10.668 -14.442 4.054 0.940 1.068 2.802
C 11.439 -13.546 4.787 0.203 0.519 -0.490
C 11.427 -13.840 6.139 -0.249 -0.931 -1.455
C 10.702 -15.072 6.216 -1.023 0.412 0.138
C 10.194 -15.334 4.955 0.071 -0.819 -0.056
H 10.641 -14.521 3.047 0.320 0.214 -0.552
H 12.007 -12.769 4.298 -0.166 0.042 -0.108
H 11.888 -13.255 6.920 0.052 -0.230 -0.073
H 10.436 -15.605 7.116 0.030 -0.034 -0.074
H 9.547 -16.095 4.543 0.046 -0.294 0.535
N 15.581 -14.624 -3.523 0.203 0.020 -0.302
C 14.963 -13.715 -4.305 -1.112 2.041 -0.042
C 14.154 -12.901 -3.472 0.623 -0.761 -1.212
C 14.277 -13.398 -2.168 0.555 -0.973 -0.270
C 15.181 -14.449 -2.252 -0.235 -0.181 1.973
H 16.351 -15.200 -3.831 -0.344 -0.041 0.195
H 15.181 -13.658 -5.362 -0.086 0.078 0.114
H 13.549 -12.035 -3.697 0.045 -0.189 -0.542
H 13.677 -13.087 -1.325 0.352 -0.011 0.133
H 15.553 -15.107 -1.481 -0.061 0.071 -0.005
N 13.614 -18.541 -2.927 0.344 1.565 1.048
C 13.685 -17.523 -1.999 -0.240 0.878 0.439
C 14.313 -17.966 -0.848 -0.860 0.459 -0.189
C 14.618 -19.308 -1.052 -0.020 -1.232 -1.853
C 14.228 -19.597 -2.363 0.485 -1.831 0.680
H 13.285 -18.409 -3.873 0.151 -0.314 0.289
H 13.256 -16.546 -2.166 0.031 -0.100 -0.263
H 14.426 -17.452 0.095 -0.005 0.289 -0.217
H 15.048 -20.050 -0.395 0.084 0.257 0.046
H 14.327 -20.527 -2.903 -0.021 0.034 0.051
N 5.312 -16.311 4.584 0.314 -0.038 1.137
C 6.352 -16.769 3.809 0.042 1.085 0.401
C 5.818 -17.138 2.621 -0.478 -1.089 -0.354
C 4.425 -17.026 2.767 -1.671 -0.402 -1.323
C 4.083 -16.510 3.981 1.736 0.412 0.171
H 5.440 -15.935 5.513 -0.018 -0.042 -0.240
H 7.384 -16.675 4.113 -0.196 -0.027 0.187
H 6.241 -17.625 1.755 0.421 0.228 0.202
H 3.740 -17.346 1.996 -0.152 0.142 0.068
H 3.182 -16.166 4.467 0.020 -0.275 -0.228
N 7.253 -11.112 4.780 -0.785 0.309 0.170
C 5.963 -11.449 4.459 -0.472 -0.633 -0.188
C 5.964 -12.675 3.789 -0.664 2.313 0.748
C 7.310 -12.993 3.682 1.913 -1.904 -0.929
C 8.093 -12.082 4.314 -0.039 1.336 0.373
H 7.545 -10.276 5.267 -0.178 -0.263 -0.108
H 5.088 -10.848 4.659 0.318 0.200 0.288
H 5.039 -13.084 3.409 0.389 -0.430 -0.130
H 7.816 -13.761 3.117 -0.444 -0.480 0.113
H 9.154 -11.917 4.433 -0.071 -0.533 -0.106
C 13.772 -21.585 5.888 -0.287 0.163 -0.264
C 13.494 -20.091 5.844 0.320 0.444 -0.818
N 13.267 -19.547 4.452 -1.035 -0.068 0.894
C 12.064 -20.137 3.789 1.664 -0.308 0.093
C 12.146 -19.949 2.293 -0.586 -0.226 -0.536
C 13.153 -18.063 4.483 0.827 -0.575 1.028
C 14.546 -17.414 4.307 -0.362 -0.322 -1.080
H 12.838 -22.121 5.721 0.119 -0.249 0.023
H 14.147 -21.866 6.872 0.031 -0.016 -0.031
H 14.488 -21.878 5.120 0.052 -0.009 0.050
H 12.693 -19.882 6.553 -0.635 0.213 -0.145
H 14.339 -19.557 6.279 0.233 0.108 -0.308
H 11.104 -19.726 4.102 -0.123 0.124 0.567
H 12.105 -21.203 4.013 -0.317 0.029 -0.001
H 12.045 -18.893 2.046 0.272 -0.002 -0.263
H 11.299 -20.455 1.829 -0.304 0.078 -0.006
H 13.004 -20.402 1.795 0.334 0.300 0.378
H 12.408 -17.749 3.752 0.449 0.186 -0.361
H 12.704 -17.757 5.428 -0.038 0.120 0.345
H 14.883 -17.739 3.322 0.041 0.240 -0.318
H 14.533 -16.324 4.318 -0.102 -0.067 0.172
H 15.367 -17.764 4.933 -0.521 -0.134 0.620
C 6.094 -11.600 0.232 -0.185 0.318 0.962
C 6.687 -12.982 0.193 -1.504 -1.314 -0.944
N 5.742 -14.004 -0.361 -0.562 -0.241 0.364
C 6.448 -15.278 -0.612 -2.715 -0.489 -0.439
C 7.404 -15.317 -1.750 1.360 0.919 0.706
C 4.488 -14.206 0.492 1.589 0.482 -0.340
C 3.466 -15.134 -0.107 -0.468 -0.601 -0.268
H 6.719 -10.947 0.841 0.498 0.208 -0.406
H 5.189 -11.566 0.840 -0.316 -0.182 -0.328
H 5.906 -11.189 -0.759 0.034 0.001 0.082
H 7.473 -12.993 -0.563 0.580 0.086 0.550
H 6.968 -13.348 1.180 0.629 0.355 0.090
H 6.778 -15.815 0.277 0.488 0.347 0.412
H 5.697 -15.949 -1.030 -0.597 -0.086 0.524
H 8.260 -14.722 -1.433 0.441 0.016 -0.744
H 7.740 -16.348 -1.853 0.021 0.051 -0.389
H 6.965 -14.895 -2.654 0.080 -0.185 -0.016
H 4.076 -13.216 0.685 -0.181 -0.040 -0.371
H 4.745 -14.563 1.490 0.339 -0.335 0.217
H 2.625 -15.318 0.561 -0.123 0.562 0.208
H 3.811 -16.158 -0.245 0.460 0.093 -0.170
H 3.070 -14.792 -1.063 0.083 0.129 -0.015
C 13.545 -14.883 2.017 -0.342 0.234 -1.634
C 12.377 -15.060 0.935 1.712 -2.086 2.597
N 11.185 -14.362 1.352 0.057 0.480 -1.016
C 11.434 -13.001 0.969 -1.737 2.185 -0.945
C 10.499 -11.991 1.643 0.468 -0.110 1.208
C 10.036 -14.922 0.604 0.600 -1.351 0.337
C 9.518 -16.119 1.413 -0.841 0.711 -0.209
H 13.915 -13.858 2.013 -0.104 0.077 0.352
H 14.412 -15.486 1.746 -0.039 -0.152 -0.250
H 13.271 -15.214 3.019 -0.435 0.285 -0.192
H 12.676 -14.907 -0.102 0.133 0.578 -0.118
H 12.209 -16.134 1.005 -0.382 -0.192 -0.216
H 12.464 -12.654 1.050 0.013 -0.424 0.540
H 11.207 -12.885 -0.091 0.252 -0.172 -0.626
H 10.867 -10.974 1.506 -0.128 0.042 -0.203
H 9.431 -12.031 1.428 0.071 -0.202 -0.609
H 10.529 -12.186 2.715 0.110 0.206 0.117
H 10.425 -15.240 -0.363 -0.102 -0.131 -0.375
H 9.190 -14.271 0.384 0.348 0.540 0.501
H 8.979 -15.687 2.256 -0.035 -0.139 0.293
H 10.276 -16.797 1.806 0.051 0.008 -0.306
H 8.744 -16.637 0.846 0.249 -0.354 -0.039
C 11.170 -9.937 -1.898 -0.628 -0.949 0.195
C 9.685 -10.464 -2.146 1.337 0.859 -0.437
N 9.553 -11.431 -3.305 -0.325 0.663 1.399
C 8.113 -11.705 -3.519 1.018 0.883 -0.897
C 7.313 -10.457 -4.041 -0.287 -1.435 0.636
C 10.247 -12.675 -2.879 -0.051 0.500 -1.266
C 10.292 -13.797 -3.951 0.047 0.935 0.024
H 11.258 -9.250 -1.056 -0.551 0.182 0.007
H 11.658 -9.452 -2.743 -0.468 -0.053 -0.275
H 11.838 -10.744 -1.598 -0.022 -0.247 -0.100
H 9.244 -10.836 -1.221 0.367 -0.958 0.424
H 9.065 -9.570 -2.207 -0.049 0.059 -1.137
H 8.068 -12.527 -4.233 -0.095 0.270 -0.335
H 7.693 -12.153 -2.618 -0.497 0.327 0.444
H 7.767 -9.812 -4.793 0.541 -0.356 0.165
H 6.438 -10.907 -4.511 -0.306 0.305 0.018
H 6.972 -9.844 -3.207 0.001 0.051 -0.065
H 9.788 -12.981 -1.939 0.090 -0.516 0.299
H 11.274 -12.347 -2.719 0.006 -0.405 0.307
H 10.697 -13.390 -4.877 0.138 0.260 0.000
H 9.320 -14.193 -4.246 0.022 -0.277 0.466
H 10.996 -14.575 -3.657 -0.287 -0.170 0.205